[1]
The following is a quantum chemistry calculation of 2 unconnected molecules or ions with the total composition C3H11N4O in a non-equilibrium geometry, from OMol25.

Max |F|   4.7 eV/Å
E   -414.7197 a.u.
Gap between HOMO and LUMO (spin up / spin down)   8.759 / 8.757 eV
LUMO energy (spin up / spin down)   -4.56 / -4.56 eV
Relative energy (zero: lowest compared OMol25 entry of this formula, charge and spin)   182.34 kcal per mole

Structure (ORCA input):
```
! RIJCOSX wB97M-V def2-TZVPD def2/J DEFGRID3
* xyz 1 1
C -0.825 -0.361 -0.142
C 1.052 1.752 0.347
C 2.458 -1.513 0.108
N -0.901 -0.755 -1.343
N -1.802 0.099 0.542
N 1.049 0.335 0.630
N -3.256 0.135 0.355
O 1.906 -0.198 -0.279
H 1.930 1.918 -0.326
H 0.161 2.084 -0.218
H 1.255 2.267 1.392
H 1.681 -2.187 -0.083
H 2.713 -1.462 1.122
H 3.171 -1.659 -0.686
H -0.151 -0.891 -1.878
H -1.586 0.142 1.521
H -3.657 0.650 1.154
H -3.440 0.715 -0.461
H -1.759 -1.073 -1.755
*
```

---

[2]
The following is a quantum chemistry calculation of a molecular structure, C25H48N3O4ReS3Si in a non-equilibrium geometry, from OMol25.

Max |F|   1.6 eV/Å
Expectation value of S²   0.83
E   -3008.1833 a.u.
Gap between HOMO and LUMO (spin up / spin down)   6.043 / 6.776 eV
LUMO energy (spin up / spin down)   -11.15 / -10.48 eV
Relative energy (zero: lowest compared OMol25 entry of this formula, charge and spin)   4.33 kcal per mole

Structure (ORCA input):
```
! RIJCOSX wB97M-V def2-TZVPD def2/J DEFGRID3
* xyz 3 2
Re -0.270 -0.595 1.082
C 0.140 0.925 5.079
C 1.065 0.635 3.934
C 2.256 -0.040 4.126
C 3.154 -0.244 3.075
C 2.873 0.222 1.807
C 1.677 0.922 1.575
C 0.771 1.114 2.637
H 0.035 0.062 5.738
H -0.845 1.241 4.736
H 0.543 1.736 5.690
H 2.518 -0.379 5.122
H 4.098 -0.739 3.265
H 3.597 0.107 1.011
H 1.545 1.467 0.647
H -0.032 1.832 2.534
C 0.375 -1.728 -2.811
C 1.249 -1.045 -1.778
C 2.266 -0.117 -2.410
C 1.894 -2.065 -0.864
O 0.348 -0.164 -0.917
Si -0.473 1.236 -1.412
S -1.625 1.097 0.489
O 0.540 2.431 -1.253
C 0.862 3.884 -1.325
C 1.620 4.122 -2.614
C 1.737 4.146 -0.114
C -0.432 4.667 -1.255
O -1.442 0.903 -2.613
C -1.979 1.368 -3.929
C -0.798 1.714 -4.811
C -2.885 2.553 -3.669
C -2.759 0.192 -4.488
H 0.986 -2.425 -3.386
H -0.063 -1.011 -3.503
H -0.423 -2.291 -2.327
H 2.944 -0.697 -3.036
H 2.854 0.405 -1.654
H 1.784 0.625 -3.051
H 2.511 -2.733 -1.465
H 1.146 -2.696 -0.376
H 2.536 -1.602 -0.117
H 2.514 3.501 -2.662
H 1.930 5.166 -2.659
H 1.000 3.926 -3.486
H 2.637 3.530 -0.145
H 1.192 3.953 0.812
H 2.049 5.190 -0.107
H -1.047 4.493 -2.137
H -0.212 5.734 -1.215
H -1.001 4.410 -0.359
H -0.187 2.492 -4.356
H -1.154 2.090 -5.770
H -0.178 0.837 -5.004
H -2.323 3.423 -3.336
H -3.640 2.308 -2.920
H -3.401 2.824 -4.589
H -2.148 -0.711 -4.511
H -3.062 0.416 -5.510
H -3.666 0.008 -3.911
C -3.271 -3.852 0.326
S -2.971 -2.107 0.221
C -3.390 -1.804 -1.475
O -1.399 -2.044 0.219
H -4.345 -4.003 0.203
H -2.967 -4.189 1.315
H -2.711 -4.364 -0.455
H -4.478 -1.854 -1.550
H -2.917 -2.551 -2.110
H -3.043 -0.802 -1.725
C 2.722 -3.872 4.640
C 1.664 -4.297 3.613
C 0.559 -3.302 3.511
N 0.480 -2.340 2.659
N -0.641 -1.559 2.827
C -1.441 -1.935 3.808
N -2.599 -1.347 4.097
S -0.791 -3.305 4.630
H 3.496 -4.634 4.696
H 2.292 -3.761 5.636
H 3.188 -2.932 4.350
H 1.245 -5.265 3.891
H 2.105 -4.400 2.621
H -2.863 -0.494 3.629
H -3.127 -1.609 4.915
*
```

---

[3]
The following is a quantum chemistry calculation of a molecular structure, C22H31NO4 in a non-equilibrium geometry, from OMol25.

Max |F|   18.4 eV/Å
E   -1211.8084 a.u.
Gap between HOMO and LUMO   7.515 eV
LUMO energy   0.73 eV
Relative energy (zero: lowest compared OMol25 entry of this formula, charge and spin)   538.45 kcal per mole

Structure (ORCA input):
```
! RIJCOSX wB97M-V def2-TZVPD def2/J DEFGRID3
* xyz 0 1
C 3.429 4.833 -4.828
H 2.620 5.021 -5.550
O 2.610 4.597 -3.568
C 1.705 3.804 -3.391
C 1.002 4.058 -2.084
C 0.158 3.088 -1.862
C -0.116 2.102 -2.757
C 0.204 1.994 -4.018
C 1.266 2.855 -4.408
O 2.006 2.706 -5.498
C 1.584 1.587 -6.635
H 0.489 1.858 -6.919
H 2.243 1.957 -7.174
H 1.753 0.603 -6.074
H -0.103 1.229 -4.655
C -1.270 1.056 -2.450
H -2.005 0.967 -3.119
H -1.868 1.426 -1.535
O -1.012 -0.352 -2.156
C -0.017 -0.403 -1.054
C -1.009 -0.202 0.271
O -1.026 1.004 0.520
H -1.194 0.964 1.564
C -0.057 -1.081 1.350
N -1.110 -0.683 2.601
C -2.141 -1.432 2.995
C -1.947 -2.755 3.241
C -1.932 -3.554 4.283
C -1.569 -4.791 4.465
C -1.675 -5.659 3.436
C -2.019 -5.129 2.071
C -2.163 -3.609 1.997
H -2.245 -3.333 1.013
H -1.942 -5.601 1.332
H -1.599 -6.639 3.516
H -1.623 -5.415 5.379
H -1.968 -2.752 5.262
H -2.310 -1.064 3.823
H -2.756 -1.165 2.064
C 0.139 -0.653 3.677
C 0.924 0.687 3.940
H 0.272 1.495 3.658
H 1.487 0.932 2.917
H 1.482 0.976 4.782
C 1.034 -1.677 3.850
H 1.816 -1.710 3.348
H 0.657 -2.703 4.016
H 1.639 -1.685 5.126
H -0.702 -0.654 4.706
H 0.870 -0.618 1.311
H -0.247 -2.111 1.221
H -1.981 -0.779 0.085
H 0.219 -1.419 -0.955
H 0.745 0.424 -0.865
H -0.318 3.020 -0.786
H 1.545 4.481 -1.594
H 3.989 5.850 -4.698
H 4.038 4.049 -5.188
*
```

---

[4]
The following is a quantum chemistry calculation of a single C4H9NO3S molecule in a non-equilibrium geometry, from OMol25.

SMILES   C[C@H]1NS(=O)(=O)C[C@H]1O
Max |F|   5.9 eV/Å
E   -836.4102 a.u.
Gap between HOMO and LUMO   10.952 eV
LUMO energy   0.71 eV
Relative energy (zero: lowest compared OMol25 entry of this formula, charge and spin)   34.87 kcal per mole

Structure (ORCA input):
```
! RIJCOSX wB97M-V def2-TZVPD def2/J DEFGRID3
* xyz 0 1
C -1.409 0.984 1.022
C -0.707 0.616 -0.308
N 0.584 1.238 -0.479
S 1.758 0.108 0.049
O 3.062 0.673 -0.207
O 1.466 -0.366 1.363
C 0.982 -1.096 -1.060
C -0.543 -0.911 -0.554
O -0.689 -1.763 0.556
H -2.518 1.221 0.747
H -0.884 1.768 1.484
H -1.294 0.143 1.629
H -1.361 1.044 -1.015
H 0.591 2.099 0.010
H 1.195 -2.159 -1.093
H 0.910 -0.687 -1.991
H -1.177 -1.222 -1.246
H 0.034 -1.690 1.092
*
```